Molecular formula: C7H10ClN4
Method: DFT, wB97M-V/def2-TZVPD

Total charge   +1
Energy above the lowest of the compared OMol25 structures with the same formula, charge and spin   81.2 kcal per mole
Frontier orbital gap (spin up / spin down)   7.27 / 6.43 eV

Last column: Löwdin charge in e.
CARTESIAN COORDINATES (ANGSTROEM)
C  -0.23425  0.39537  -2.55099  0.07
C  -1.46592  -0.19623  -2.83173  -0.07
C  0.30407  0.41704  -1.15112  -0.33
C  -2.18720  -0.49772  -1.70192  -0.78
C  1.53335  0.87998  -0.80731  0.09
C  -0.16532  0.20504  1.70585  -0.18
C  1.75164  -1.26867  1.61920  -0.01
N  -1.70215  -0.55066  -0.51272  0.04
N  -0.45604  -0.29646  -0.28794  0.04
N  0.78018  -0.39224  2.30470  0.06
N  -1.01372  1.00832  2.20043  0.20
Cl  -3.84580  -0.78729  -1.90081  0.78
H  0.35674  0.70928  -3.43170  0.14
H  -1.94575  -0.18396  -3.79018  0.11
H  1.80898  1.05778  0.32446  0.11
H  2.22589  1.27948  -1.45674  0.04
H  1.64944  -1.23257  0.47835  0.11
H  2.63107  -0.85623  1.88972  0.06
H  1.81445  -2.28658  1.81307  0.08
H  0.76293  -0.42089  3.28918  0.15
H  -1.70090  1.58639  1.69749  0.15
H  -0.90169  1.43084  3.10071  0.13

Molecular formula: C20H26AsN4O2PtS3
Method: DFT, wB97M-V/def2-TZVPD

Total charge   +1
Energy above the lowest of the compared OMol25 structures with the same formula, charge and spin   51.3 kcal per mole
Frontier orbital gap (spin up / spin down)   6.11 / 6.31 eV

Last column: Löwdin charge in e.
CARTESIAN COORDINATES (ANGSTROEM)
Pt  0.52234  0.95384  0.01542  0.71
O  -4.53789  3.27156  0.52659  0.07
C  -3.71983  4.27407  0.16155  -0.26
C  -4.30812  5.52065  -0.04802  0.00
C  -3.54255  6.60121  -0.42799  -0.06
C  -2.16248  6.47335  -0.60769  -0.08
C  -1.57533  5.24476  -0.40198  -0.03
C  -2.33250  4.12594  -0.02041  -0.08
C  -1.64352  2.83262  0.14881  -0.41
O  -0.37221  2.78328  -0.16457  -0.27
N  -2.32420  1.81492  0.57955  0.02
N  -1.52152  0.67360  0.60499  -0.24
C  -2.10600  -0.38630  1.04075  -0.91
S  -1.33309  -1.94799  1.04603  0.91
C  -2.55476  -2.69270  2.15026  -0.50
C  -3.90830  -2.12328  1.77561  -0.50
S  -3.73851  -0.32825  1.63112  1.00
H  -3.98524  2.47155  0.64528  0.05
H  -5.37638  5.60967  0.10263  0.12
H  -4.02178  7.56121  -0.58323  0.11
H  -1.56322  7.32727  -0.89814  0.10
H  -0.50615  5.11936  -0.52121  0.11
H  -2.29025  -2.45111  3.17668  0.08
H  -2.51145  -3.77122  2.00443  0.09
H  -4.65178  -2.31923  2.54677  0.09
H  -4.25921  -2.52210  0.82646  0.08
C  -0.08496  -0.00444  -3.47078  -0.27
As  0.79380  1.28956  -2.35942  0.95
C  0.16096  2.96612  -3.04333  -0.26
C  2.60470  1.22955  -3.01313  -0.29
H  0.15573  0.22025  -4.50837  0.04
H  -1.16052  0.05463  -3.32068  0.04
H  0.25735  -1.00612  -3.22405  0.03
H  0.35567  2.98398  -4.11394  0.05
H  0.68972  3.77436  -2.54620  0.04
H  -0.90168  3.07416  -2.84425  0.04
H  2.60639  1.49515  -4.06988  0.04
H  3.01055  0.22890  -2.88537  0.03
H  3.21384  1.93788  -2.45799  0.04
N  1.95528  -2.25615  -0.01772  0.12
C  2.29596  -1.72719  1.14693  -0.82
S  1.92734  -0.09861  1.58375  0.60
N  2.96572  -2.46762  2.03536  0.06
C  3.39470  -3.82966  1.88968  -0.24
C  4.02957  -4.26665  0.73415  -0.04
C  4.44215  -5.59023  0.64443  -0.06
C  4.23949  -6.46230  1.70404  -0.07
C  3.63258  -6.00416  2.86770  -0.06
C  3.20612  -4.68850  2.96300  -0.02
H  1.37767  -1.69579  -0.61983  0.04
H  2.06657  -3.24246  -0.19565  0.11
H  3.11562  -2.03213  2.93166  0.14
H  4.24671  -3.57603  -0.07212  0.12
H  4.94626  -5.93016  -0.25096  0.11
H  4.56516  -7.49271  1.62962  0.11
H  3.48756  -6.67377  3.70564  0.11
H  2.72792  -4.32656  3.86804  0.12

Molecular formula: C6H17NO
Method: DFT, wB97M-V/def2-TZVPD

Total charge   -1
Energy above the lowest of the compared OMol25 structures with the same formula, charge and spin   8.6 kcal per mole
Spin multiplicity   2
⟨S²⟩   0.7506
Frontier orbital gap (spin up / spin down)   1.98 / 9.33 eV

Last column: Löwdin charge in e.
CARTESIAN COORDINATES (ANGSTROEM)
C  -2.30456  2.17799  -0.20366  -0.25
C  -2.22266  3.01556  -1.50634  -0.12
C  -0.92896  1.79763  0.34466  -0.28
N  -0.38442  0.62658  -0.35929  -0.04
C  0.42817  -1.70343  -0.17592  -0.20
C  0.23336  -0.36983  0.54215  -0.49
C  1.50734  0.09774  1.24055  -0.15
H  -2.89595  2.76429  0.50064  0.09
H  -2.82010  1.26208  -0.45983  0.09
H  -2.70852  2.50601  -2.33141  0.06
H  -2.70984  3.98183  -1.43061  0.05
H  -1.18493  3.15335  -1.80932  0.06
H  -1.01879  1.60231  1.42251  0.11
H  -0.27604  2.68658  0.28874  0.11
H  0.33687  0.98339  -0.97909  0.10
H  -0.29901  -1.79832  -0.98910  0.05
H  1.41871  -1.84659  -0.58762  0.02
H  0.21404  -2.52208  0.51845  0.02
H  -0.52336  -0.52568  1.31819  0.12
H  1.72616  -0.54817  2.09205  0.06
H  2.35550  0.04544  0.54996  0.06
H  1.43499  1.16051  1.46801  0.05
H  3.18991  -6.18168  0.88104  -0.07
H  3.60158  -5.89587  -0.54290  -0.06
O  3.83048  -6.46962  0.20815  -0.38